{"formula": "C3H4O3", "method": "wB97M-V/def2-TZVPD", "symbols": ["O", "C", "C", "O", "C", "O", "H", "H", "H", "H"], "xyz": [[1.092, 1.530, -0.704], [1.150, 0.551, -0.006], [0.417, -0.903, -0.281], [-0.948, -0.620, -0.623], [-1.400, 0.370, 0.133], [-0.766, 0.841, 1.048], [1.687, 0.584, 0.965], [0.683, -1.676, -1.031], [0.458, -1.410, 0.689], [-2.372, 0.734, -0.191]], "forces_ev_per_a": [[0.1234, -1.2170, -0.0262], [0.2231, -0.5738, -0.6042], [0.2588, 0.4888, 0.3151], [0.0205, 0.3599, 0.0893], [-0.1340, 0.2687, 0.4187], [-0.8563, -0.1449, 0.0279], [0.0354, -0.3231, -0.3439], [0.6618, 1.1156, 0.1146], [-0.1040, 0.1491, 0.0145], [-0.2285, -0.1232, -0.0058]], "nbo_charge": [-0.53, 0.43, -0.19, -0.47, 0.65, -0.57, 0.13, 0.22, 0.19, 0.15], "smiles": "O=CCOC=O", "molar_mass_g_mol": 88.06, "e_above_lowest_kj_mol": 173.2, "energy_ev": -9316.905, "total_charge": 0}



{"formula": "C3H4O3", "method": "wB97M-V/def2-TZVPD", "symbols": ["C", "C", "C", "O", "O", "O", "H", "H", "H", "H"], "xyz": [[1.746, -0.683, 0.141], [-0.975, -0.174, 0.113], [1.113, 0.586, -0.020], [2.896, -0.870, -0.092], [-0.194, 0.773, -0.158], [1.898, 1.630, 0.020], [1.193, -1.505, 0.458], [-2.013, 0.035, 0.087], [-0.481, -1.081, 0.404], [1.494, 2.391, -0.474]], "forces_ev_per_a": [[-2.0160, 1.1048, -0.1722], [-2.5342, -4.6816, 1.2724], [1.3414, -1.4406, 0.5553], [3.9557, -0.0512, -0.5407], [2.4971, 5.8122, -1.3918], [-0.5572, 1.9504, -1.1467], [-1.5343, -1.5073, 0.6077], [-0.6103, -0.0108, -0.0001], [-0.9735, -0.3907, 0.1387], [0.4312, -0.7851, 0.6773]], "nbo_charge": [0.17, -0.07, 0.55, -0.51, -0.47, -0.61, 0.12, 0.18, 0.15, 0.50], "spin_multiplicity": 3, "molar_mass_g_mol": 88.06, "e_above_lowest_kj_mol": 34.7, "energy_ev": -9313.512, "total_charge": 0}



{"formula": "C3H4O3S2", "method": "wB97M-V/def2-TZVPD", "symbols": ["C", "C", "C", "H", "H", "H", "H", "O", "O", "O", "S", "S"], "xyz": [[-0.237, -0.405, 0.540], [-0.349, 1.080, 0.308], [0.787, -0.958, -0.581], [1.277, -0.389, 1.600], [-1.163, -0.895, 0.428], [-1.229, 2.421, -0.309], [-0.887, -0.852, -2.164], [0.269, -0.840, 1.817], [-1.450, 1.478, -0.352], [1.929, -1.152, -0.068], [0.789, 2.032, 1.025], [0.263, -1.521, -2.245]], "forces_ev_per_a": [[0.7874, -1.2388, -0.2632], [0.6327, -0.5411, 1.8954], [3.2220, -1.3048, 2.8069], [-3.2210, -2.0878, 1.7251], [-1.3458, -0.4239, -0.4180], [-0.9659, 0.7329, -0.6257], [-0.2732, 0.0256, -0.0482], [3.3866, 3.3527, -3.0380], [1.6304, 0.1289, 0.5167], [-3.7404, 0.6489, -3.1948], [-0.8985, -0.0515, -0.9408], [0.7857, 0.7589, 1.5846]], "nbo_charge": [-0.10, 0.20, 0.40, 0.50, 0.22, 0.51, 0.13, -0.68, -0.63, -0.55, -0.06, 0.05], "smiles": "O=C(S)[C@@H](O)C(O)=S", "molar_mass_g_mol": 152.20, "e_above_lowest_kj_mol": 135.6, "energy_ev": -30986.934, "total_charge": 0}



{"formula": "C3H4O3Tl", "method": "wB97M-V/def2-TZVPD", "symbols": ["H", "Tl", "O", "O", "C", "C", "O", "C", "H", "H", "H"], "xyz": [[-2.312, 0.909, 0.512], [3.843, -0.562, -1.431], [2.583, -0.238, 0.513], [-0.429, 1.713, 0.879], [-1.250, 0.910, 0.149], [-0.819, -0.559, 0.088], [0.477, -0.752, 0.652], [1.545, -0.541, -0.136], [-1.322, 1.209, -0.932], [-0.796, -0.902, -0.958], [-1.520, -1.186, 0.664]], "forces_ev_per_a": [[-0.0747, -0.0937, -0.0697], [-1.0769, 0.1018, 0.4537], [0.4931, -0.3168, 0.1813], [-0.6820, -0.4550, -0.5130], [0.5316, 1.6123, 0.3559], [-0.0776, -0.9480, -0.2307], [0.8546, -0.0256, -0.3668], [-0.2690, 0.0525, 0.0794], [-0.1029, 0.2029, -0.0383], [-0.0461, -0.1117, 0.2090], [0.4500, -0.0186, -0.0607]], "nbo_charge": [0.06, 0.66, -0.82, -0.94, -0.05, -0.10, -0.53, 0.35, 0.05, 0.15, 0.15], "molar_mass_g_mol": 292.44, "e_above_lowest_kj_mol": 304.8, "energy_ev": -14009.106, "total_charge": -1}



{"formula": "C3H4O4", "method": "wB97M-V/def2-TZVPD", "symbols": ["C", "C", "C", "O", "O", "O", "O", "H", "H", "H", "H"], "xyz": [[-0.726, -0.212, -0.841], [0.547, -0.446, -0.094], [1.638, 0.142, -0.581], [-0.722, -0.015, -2.019], [-1.873, 0.116, -0.187], [-2.014, 0.256, 1.223], [0.552, -1.048, 1.086], [2.583, 0.278, -0.015], [1.659, 0.512, -1.668], [-2.704, 0.911, 1.455], [1.060, -0.496, 1.641]], "forces_ev_per_a": [[1.2517, 1.0434, 0.6141], [0.7280, 0.8251, -1.1115], [0.7733, 0.8355, -2.1662], [-0.6708, -0.6401, -0.2026], [-2.3417, 0.6454, -0.7168], [1.6858, -1.0562, 1.3437], [-1.5772, -1.2742, 0.6708], [-0.7883, -0.5280, -0.3239], [-0.2821, -0.3217, 2.0500], [0.2256, -0.0932, -1.6114], [0.9957, 0.5639, 1.4539]], "nbo_charge": [0.72, 0.17, -0.42, -0.53, -0.27, -0.44, -0.66, 0.20, 0.24, 0.48, 0.48], "smiles": "C=C(O)C(=O)OO", "molar_mass_g_mol": 104.06, "e_above_lowest_kj_mol": 453.9, "energy_ev": -11361.308, "total_charge": 0}



{"formula": "C3H4O5Rb", "method": "wB97M-V/def2-TZVPD", "symbols": ["C", "C", "O", "C", "O", "O", "O", "H", "H", "H", "O", "H", "Rb"], "xyz": [[6.961, -0.037, 2.668], [6.508, 0.451, 1.411], [5.286, 0.840, 1.040], [4.142, 1.075, 1.764], [3.113, 1.054, 1.122], [4.193, 0.999, 3.041], [6.277, -0.143, 3.701], [8.034, -0.286, 2.690], [7.246, 0.688, 0.645], [4.910, 0.319, 3.420], [-0.497, -0.189, 4.302], [-0.832, -0.141, 5.194], [-1.021, 0.290, 1.566]], "forces_ev_per_a": [[-0.1319, 0.2376, 0.0913], [-0.0765, 0.6481, 0.1621], [1.5572, 0.2355, -0.7878], [-2.9425, -2.7147, -0.3912], [1.0902, 1.2699, 0.1039], [0.7222, -0.1440, 1.3223], [0.2502, -0.5876, -0.1889], [-0.1987, 0.0344, 0.0146], [-0.1924, -0.3839, 0.0794], [-0.1942, 1.3994, -0.4582], [-0.2041, 0.1685, -1.4200], [-0.0950, 0.0131, 0.1817], [0.4157, -0.1764, 1.2907]], "mulliken_charge": [0.23, -0.16, -0.32, 0.69, -0.51, -0.50, -0.57, 0.32, 0.38, 0.45, -1.02, 0.11, 0.90], "spin_multiplicity": 2, "molar_mass_g_mol": 205.53, "e_above_lowest_kj_mol": 189.2, "energy_ev": -14065.475, "total_charge": 0}



{"formula": "C3H4O6", "method": "wB97M-V/def2-TZVPD", "symbols": ["C", "C", "C", "O", "O", "O", "O", "O", "O", "H", "H", "H", "H"], "xyz": [[0.406, 0.583, -1.041], [0.012, 0.346, 0.407], [-0.504, -0.986, 0.899], [-0.062, -0.063, -2.088], [1.530, 1.219, -1.292], [1.013, 0.884, 1.254], [-1.063, -1.717, -0.084], [-0.884, 1.208, -0.147], [-0.468, -1.322, 2.051], [-1.002, -0.256, -1.920], [1.874, 1.535, -0.428], [0.582, 1.101, 2.094], [-1.434, -2.531, 0.294]], "forces_ev_per_a": [[-0.8029, -0.8212, 2.9564], [2.1202, -0.5539, -1.8767], [-0.4097, -0.0474, 0.5814], [-0.6013, -0.0369, -0.5050], [-0.2193, 0.9471, 0.2463], [-0.9856, -0.2651, -0.0845], [-0.0171, 0.0452, -0.0140], [0.1587, 0.9849, -0.9016], [0.0412, -0.0827, -0.1636], [0.4424, -0.1149, -0.0253], [-0.0557, -0.2225, -0.3563], [0.2007, -0.0054, 0.0384], [0.1283, 0.1728, 0.1045]], "nbo_charge": [0.78, 0.28, 0.75, -0.65, -0.63, -0.72, -0.69, -0.60, -0.56, 0.52, 0.52, 0.50, 0.51], "smiles": "O=C(O)[C@]1(O)OC1(O)O", "molar_mass_g_mol": 136.06, "e_above_lowest_kj_mol": 163.4, "energy_ev": -15459.598, "total_charge": 0}



{"formula": "C3H4OS", "method": "wB97M-V/def2-TZVPD", "symbols": ["C", "C", "C", "O", "S", "H", "H", "H", "H"], "xyz": [[0.835, 1.089, 0.718], [0.268, -0.048, 0.447], [-1.525, -0.613, -0.182], [2.212, -0.239, -1.262], [1.981, -0.307, 0.198], [1.029, 2.228, 0.754], [-1.209, -1.245, -1.013], [-1.794, 0.356, -0.358], [-1.798, -1.221, 0.698]], "forces_ev_per_a": [[1.7410, 1.1226, -0.4109], [-4.0476, -0.2881, -0.8126], [5.7285, -2.2280, 2.3731], [0.4730, -0.1408, 0.2688], [-0.5817, 0.7099, -0.4060], [-0.8356, -2.3678, 0.0908], [-0.4097, 0.3627, -0.0713], [-1.5322, 2.0264, -0.4215], [-0.5358, 0.8031, -0.6104]], "nbo_charge": [-0.40, -0.22, -0.51, -0.96, 1.15, 0.27, 0.23, 0.21, 0.23], "molar_mass_g_mol": 88.13, "e_above_lowest_kj_mol": 428.8, "energy_ev": -16053.665, "total_charge": 0}



{"formula": "C3H4OS", "method": "wB97M-V/def2-TZVPD", "symbols": ["C", "C", "C", "O", "S", "H", "H", "H", "H"], "xyz": [[0.939, 0.946, -0.748], [-0.031, 0.307, 0.023], [-0.671, -0.974, 0.382], [-0.429, 1.194, -1.003], [0.936, 1.476, 1.033], [1.813, 0.967, -1.284], [-1.687, -0.681, 0.696], [-0.115, -1.582, 1.299], [-0.754, -1.653, -0.398]], "forces_ev_per_a": [[-1.0870, 0.3939, 2.5642], [1.2928, -0.7578, 0.7688], [0.6543, -0.2407, 3.6673], [-0.8936, 0.6534, -1.2315], [-0.1928, 0.0104, -0.1099], [1.3709, -0.4849, -1.7391], [0.3007, -0.4688, 0.1816], [-1.3802, 1.9881, -2.3579], [-0.0652, -1.0936, -1.7435]], "nbo_charge": [-0.02, 0.15, -0.64, -0.48, 0.04, 0.24, 0.24, 0.24, 0.23], "smiles": "C[C@]12O[C@H]1S2", "molar_mass_g_mol": 88.13, "e_above_lowest_kj_mol": 315.2, "energy_ev": -16054.843, "total_charge": 0}



{"formula": "C3H4OS", "method": "wB97M-V/def2-TZVPD", "symbols": ["C", "C", "C", "O", "S", "H", "H", "H", "H"], "xyz": [[1.934, -0.025, -0.337], [0.952, -0.705, 0.150], [-1.184, 0.415, 0.281], [-3.676, 0.474, 0.010], [-2.495, -0.387, -0.183], [2.914, -0.478, -0.468], [1.861, 1.007, -0.639], [0.748, -1.693, 0.486], [-1.053, 1.392, 0.699]], "forces_ev_per_a": [[0.5489, 0.3760, -0.2348], [-3.6659, 1.4902, 0.0858], [3.0937, -2.8062, -0.5706], [-0.5539, -0.4125, -0.2240], [0.9515, 1.3654, 0.6092], [-0.0301, -0.1485, 0.1311], [-0.1560, 0.1382, -0.0449], [0.0311, -0.3789, 0.1588], [-0.2192, 0.3762, 0.0895]], "nbo_charge": [-0.48, -0.02, -0.58, -0.92, 1.12, 0.23, 0.23, 0.20, 0.21], "molar_mass_g_mol": 88.13, "e_above_lowest_kj_mol": 512.4, "energy_ev": -16052.799, "total_charge": 0}